1.
9
Properties=species:S:1:pos:R:3:forces:R:3 method="wB97M-V/def2-TZVPD" smiles="N#CC=[Si](Cl)Cl.Cl" relative_energy_kcal_mol=77.8 gap_ev=8.135
Cl -1.705 0.479 0.098 -0.4 0.3 0.2
Cl 0.015 1.177 3.560 -0.1 -0.5 0.6
Cl 1.507 2.971 1.392 -0.1 -1.0 -0.1
Si 1.138 1.014 1.937 0.7 -0.3 -2.1
N 1.592 -2.744 1.655 0.0 -4.7 1.5
C 1.609 -1.665 1.359 -0.1 3.5 -1.4
C 1.600 -0.358 0.908 -0.5 3.3 -0.6
H 1.701 -0.102 -0.211 0.3 -0.5 2.0
H -0.856 -0.196 -0.561 0.2 -0.2 -0.1



2.
62
Properties=species:S:1:pos:R:3:forces:R:3 method="wB97M-V/def2-TZVPD" charge=+2 s_squared=6.06 gap_ev="5.990 / 6.566" multiplicity=5
I 2.032 2.307 3.879 -0.1 0.0 0.0
I 1.069 5.078 1.709 0.0 0.2 0.2
Br -1.741 10.215 -2.814 0.0 0.0 0.0
Mn -0.260 3.584 -0.110 -0.2 0.1 -0.4
F 1.919 -1.850 3.130 0.0 0.0 0.0
O 0.939 4.437 -1.724 0.1 -0.3 0.0
O -0.028 1.798 0.482 0.1 0.0 -0.1
O -1.656 3.146 -1.204 -0.1 -0.3 -0.1
O -0.572 5.434 -0.522 0.1 0.0 -0.2
O -2.880 1.909 -2.574 0.0 -0.1 -0.1
N -1.774 -1.630 -0.931 0.0 -0.1 0.1
N 0.763 -4.295 2.224 -0.1 0.1 0.0
N 1.594 -6.716 2.086 0.0 0.0 0.0
C 0.267 6.627 -2.434 0.1 0.0 0.0
C -0.619 7.681 -2.226 0.0 0.0 0.0
C 0.376 8.825 -4.097 0.0 0.0 0.0
C -1.572 0.755 -1.001 0.0 -0.1 -0.1
C -1.644 -3.809 -2.239 0.0 -0.1 0.0
C 2.124 -6.003 3.300 0.0 -0.1 -0.1
C 0.086 -6.620 2.037 0.1 -0.1 0.0
C -0.491 -2.944 0.663 0.0 0.0 -0.1
C 1.920 -4.495 3.101 0.0 0.0 -0.1
C -2.436 -2.832 -1.421 0.1 0.1 0.0
C 0.714 -0.623 1.578 0.0 0.1 0.0
C 0.436 -3.035 1.687 0.1 0.0 0.1
C 1.253 7.766 -4.293 0.0 0.0 0.0
C 2.257 4.314 3.293 0.2 0.0 0.0
C -2.083 1.987 -1.680 -0.1 0.4 0.2
C -0.241 -0.533 0.559 0.0 0.0 0.0
C -0.839 -1.711 0.098 -0.1 -0.1 -0.1
C -2.698 -2.963 -2.886 0.0 0.0 0.0
C -0.554 8.775 -3.067 0.0 0.0 0.0
C -0.610 0.746 0.008 0.2 0.1 0.2
C 1.030 -1.826 2.120 0.0 -0.1 0.1
C 0.234 5.454 -1.564 -0.2 0.0 0.3
C -0.314 -5.229 2.534 0.0 0.0 0.0
C -2.113 -0.441 -1.422 0.0 0.0 -0.1
C 1.203 6.660 -3.465 0.0 0.1 -0.1
H -3.180 -3.210 -0.731 0.0 0.0 0.0
H 1.975 7.811 -5.097 0.0 0.0 0.0
H -1.238 -4.933 2.049 0.0 0.0 0.0
H 2.801 -4.067 2.630 0.0 0.0 0.0
H -3.634 -3.415 -3.178 0.0 0.0 0.0
H -0.517 -5.243 3.610 0.0 0.0 0.0
H 1.183 0.278 1.948 0.0 0.0 0.0
H 3.174 -6.255 3.421 0.0 0.0 0.0
H 1.999 4.943 4.136 0.1 0.0 0.0
H -2.860 -0.426 -2.204 0.0 0.0 0.0
H 1.891 -7.692 2.071 0.0 0.0 0.0
H -2.354 -2.172 -3.537 0.0 0.0 0.0
H 1.568 -6.403 4.145 0.0 0.0 0.0
H -1.346 7.642 -1.426 0.0 0.0 0.0
H 3.280 4.471 2.976 0.0 0.0 0.1
H -0.206 -6.802 1.005 0.0 0.0 0.0
H 1.875 5.826 -3.604 0.0 0.0 0.0
H -0.614 -3.558 -2.456 0.0 0.0 0.0
H 0.412 9.691 -4.744 0.0 0.0 0.0
H 1.808 -4.039 4.086 0.0 0.0 0.0
H 1.978 -6.269 1.251 0.0 0.0 0.0
H -1.845 -4.861 -2.088 0.0 0.0 0.0
H -0.935 -3.842 0.259 0.0 0.0 0.0
H -0.307 -7.415 2.668 0.0 0.0 0.0



3.
58
Properties=species:S:1:pos:R:3:forces:R:3 method="wB97M-V/def2-TZVPD" charge=+1 relative_energy_kcal_mol=41.4 gap_ev=8.049
O -2.399 -1.821 -0.467 -0.6 0.6 -0.3
O -3.184 0.655 2.938 0.7 0.0 0.3
O 4.133 -0.584 -1.855 1.0 -0.2 -0.4
O -0.177 -0.997 3.075 0.0 0.5 0.2
O 1.751 1.048 2.554 0.3 -0.1 0.3
O 3.118 -1.608 1.628 -0.4 0.5 0.5
O -1.844 0.695 -3.204 0.3 -0.2 -0.1
O -2.437 3.014 1.907 0.4 -0.7 1.4
O -0.440 -3.224 -1.789 0.5 -0.2 0.0
O 0.154 -2.358 0.802 0.2 -0.3 -0.3
O -2.045 1.088 -0.256 -0.5 -0.7 0.4
O -1.940 -3.667 1.908 -1.6 0.1 0.0
O -1.640 -1.838 -3.879 0.1 -1.5 0.4
O 0.349 3.111 1.692 -0.7 0.9 0.9
N 0.074 2.738 -0.967 0.0 0.3 -1.5
N 1.873 -1.425 -0.948 1.2 0.4 0.5
C 2.332 3.096 -1.692 1.3 -0.3 -0.3
C 3.229 0.020 -2.332 -2.8 1.0 0.3
C 1.657 0.987 -0.524 1.0 0.4 -1.0
C 1.831 -0.073 -1.630 0.2 -0.9 1.9
C 1.364 2.322 -1.201 -0.4 0.5 2.2
H 0.858 0.761 0.180 -0.1 -0.3 -0.3
H 0.245 -1.669 3.598 -0.1 -0.9 0.7
H -2.914 3.410 2.645 -0.4 0.9 -0.3
H -0.473 3.056 2.223 0.4 -0.3 -0.3
H 1.591 1.936 2.151 -0.3 -0.4 0.3
H -2.597 -0.115 2.890 -0.3 0.0 0.0
H -0.493 -4.150 -2.053 0.0 0.1 -0.1
H -2.095 -1.961 -1.378 -0.3 0.0 0.6
H -0.875 -2.720 -2.497 -0.1 -0.1 -0.6
H 3.148 0.711 -3.179 1.1 -0.1 -0.2
H 2.653 -0.811 1.952 0.4 -0.1 -0.1
H -2.308 2.167 2.405 -0.2 -0.1 -0.9
H -0.892 -1.798 -4.481 -0.3 0.5 -0.2
H 2.002 1.226 3.469 0.2 0.2 -0.1
H -2.439 -4.050 1.169 0.6 -0.3 -0.2
H -2.540 1.285 -3.485 -0.2 0.4 0.1
H -2.072 -0.983 -3.781 0.5 0.6 -0.1
H 2.322 4.141 -1.970 -0.7 -0.1 -0.1
H 0.492 -0.296 3.129 -0.2 0.6 -0.6
H -1.465 1.046 -2.386 -0.4 0.2 0.1
H 2.833 -1.816 -0.985 -0.3 -0.2 -1.5
H 0.223 4.016 1.360 0.6 -0.4 -0.3
H 3.344 2.703 -1.719 -0.1 -0.1 0.0
H 1.089 -1.989 -1.259 0.0 -0.9 0.1
H -2.390 0.175 -0.214 0.3 -0.1 -0.4
H -2.712 -3.219 2.302 0.7 0.0 0.4
H 0.915 0.012 -2.212 0.4 -0.4 -0.7
H 3.229 -2.139 2.429 0.1 -0.1 -0.3
H -0.190 3.567 -1.475 -0.3 0.0 0.3
H 2.593 1.012 0.039 -0.1 0.3 0.0
H -0.081 -2.070 1.691 -0.1 0.3 0.2
H 0.027 -3.312 0.819 -0.1 0.0 -0.1
H -2.447 1.493 0.521 -0.1 0.5 -0.1
H -0.594 2.278 -0.356 0.5 0.1 -0.5
H 1.937 -1.457 0.082 -1.3 0.6 0.1
H -1.656 -2.077 0.092 0.5 -0.2 -0.1
H -4.024 0.458 2.523 -0.1 -0.3 -0.1



4.
22
Properties=species:S:1:pos:R:3:forces:R:3 method="wB97M-V/def2-TZVPD" smiles="[H]/N=C(/C)CC.C=N.O" relative_energy_kcal_mol=137.6 gap_ev=9.970
O 2.822 -3.130 0.808 -5.0 2.3 7.9
N 1.937 2.520 0.056 0.7 0.0 2.3
N 0.775 -0.079 -0.790 1.3 -1.0 -1.1
C -1.719 0.282 -0.570 0.8 2.6 -1.0
C -0.244 0.080 -0.089 -1.2 -0.5 0.9
C -0.006 -0.118 1.433 -2.8 -0.3 -1.4
C -2.613 -0.788 -0.184 -1.3 -5.0 -1.1
C 1.078 2.292 -0.798 -2.5 2.0 -1.5
H -1.823 0.286 -1.708 0.9 0.5 1.4
H 3.298 -3.337 0.073 2.3 1.1 -3.0
H -0.602 -1.099 1.569 0.9 1.6 0.7
H -2.170 1.245 -0.172 0.9 -0.6 -0.5
H 2.941 2.533 -0.091 -0.3 0.0 -0.9
H -3.539 -0.864 -0.818 1.0 0.3 0.0
H 1.032 -0.238 1.621 0.8 -0.2 0.1
H 2.488 -2.315 1.554 2.6 -3.4 -4.9
H 0.744 -0.067 -1.814 -0.8 0.1 0.3
H 1.182 2.355 -1.917 0.2 -0.6 0.8
H -2.004 -1.795 -0.432 -1.7 1.8 0.9
H -0.057 2.317 -0.490 2.2 0.1 -0.5
H -0.402 0.766 1.989 0.0 -1.0 -0.1
H -3.116 -0.845 0.771 0.9 0.2 0.8



5.
14
Properties=species:S:1:pos:R:3:forces:R:3 method="wB97M-V/def2-TZVPD" smiles=CCC#CCO relative_energy_kcal_mol=96.0 gap_ev=10.078
O -0.333 -2.852 0.636 0.1 -0.2 -0.1
C -1.162 -1.729 0.505 -0.4 0.0 0.6
C -0.852 -0.952 -0.800 0.1 0.5 0.5
C 0.992 1.842 -0.830 0.2 0.3 -0.2
C 0.385 1.109 0.368 0.0 0.1 0.0
C -0.372 0.055 -0.266 0.1 0.0 -0.5
H -0.241 1.761 0.986 0.1 0.0 -0.2
H 1.577 1.130 -1.421 0.0 0.2 0.1
H 1.160 0.671 1.012 -0.1 0.1 -0.2
H -0.997 -1.064 1.374 -0.1 -0.6 0.2
H 0.182 2.216 -1.462 0.2 0.1 0.0
H 0.257 -2.867 -0.127 -0.2 -0.1 0.1
H 1.625 2.667 -0.508 0.0 0.0 -0.1
H -2.220 -1.987 0.533 0.0 -0.3 -0.2



6.
13
Properties=species:S:1:pos:R:3:forces:R:3 method="wB97M-V/def2-TZVPD" smiles="CC=[S@@](C)(=O)[O-]" charge=-1 relative_energy_kcal_mol=94.4 gap_ev=7.148
S -0.040 0.411 1.505 -0.4 5.3 2.9
O -0.527 0.029 2.832 0.3 -0.9 0.0
O 0.652 1.822 1.565 -1.5 -3.6 -1.0
C -1.126 0.991 -0.863 1.2 3.4 1.5
C 1.330 -0.726 1.182 -0.8 1.5 -1.2
C -1.542 0.423 0.459 2.4 -1.3 0.8
H -1.942 1.289 -1.511 -0.1 -0.1 -0.2
H 1.953 -0.195 0.516 0.9 0.7 -0.8
H 1.920 -1.189 1.911 0.3 -0.3 1.8
H -0.323 0.510 -1.337 0.8 -1.3 -1.5
H 0.826 -1.416 0.607 -0.8 -2.2 -1.3
H -0.537 1.942 -0.515 -1.4 -0.9 -1.0
H -1.549 -0.676 0.365 -0.8 -0.3 0.0



7.
8
Properties=species:S:1:pos:R:3:forces:R:3 method="wB97M-V/def2-TZVPD" smiles=C[Si](Cl)(I)I relative_energy_kcal_mol=11.8 gap_ev=9.408
I -0.633 -0.142 2.811 0.3 0.2 -0.4
I -2.544 -1.157 -0.374 0.2 0.1 -0.1
Cl -1.283 2.337 -0.024 1.1 -2.5 0.4
Si -0.635 0.151 0.379 -0.6 1.2 -0.4
C 0.969 -0.290 -0.529 0.9 1.2 -1.9
H 1.824 0.071 0.074 -0.5 0.6 -0.3
H 0.916 0.342 -1.562 0.3 -1.4 2.4
H 1.386 -1.313 -0.776 -1.6 0.7 0.3



Please write out number 7 again, unchanged.
8
Properties=species:S:1:pos:R:3:forces:R:3 method="wB97M-V/def2-TZVPD" smiles=C[Si](Cl)(I)I relative_energy_kcal_mol=11.8 gap_ev=9.408
I -0.633 -0.142 2.811 0.3 0.2 -0.4
I -2.544 -1.157 -0.374 0.2 0.1 -0.1
Cl -1.283 2.337 -0.024 1.1 -2.5 0.4
Si -0.635 0.151 0.379 -0.6 1.2 -0.4
C 0.969 -0.290 -0.529 0.9 1.2 -1.9
H 1.824 0.071 0.074 -0.5 0.6 -0.3
H 0.916 0.342 -1.562 0.3 -1.4 2.4
H 1.386 -1.313 -0.776 -1.6 0.7 0.3